[1]
Here is C5H10O in the gas phase from OMol25. Energies are from ωB97M-V/def2-TZVPD.

Structure (ORCA input):
```
! wB97M-V def2-TZVPD RIJCOSX def2/J DEFGRID3
* xyz 0 1
C -0.929 0.459 1.853
C -0.985 -0.129 0.507
O -1.852 -0.849 0.060
C 0.445 -0.013 -0.167
C 0.233 1.092 -1.182
C 0.831 -1.353 -0.778
H -0.355 1.374 1.980
H -1.815 0.410 2.510
H -0.074 -0.296 1.793
H 1.269 0.307 0.507
H 0.039 2.043 -0.670
H -0.650 0.827 -1.768
H 1.094 1.209 -1.840
H -0.055 -1.765 -1.263
H 1.174 -2.076 -0.026
H 1.630 -1.239 -1.517
*
```

The energy above the lowest of the compared OMol25 structures with the same formula, charge and spin comes out at 1.3777 eV. The maximum force is 3.1 eV/Å. The HOMO energy comes out at -0.348 Ha. For the total energy, the calculation gives -271.7020 a.u. As for the HOMO-LUMO gap: 10.380 eV. As for the SMILES: CC(=O)C(C)C.



[2]
Here is C5H10O in the gas phase from OMol25. Energies are from ωB97M-V/def2-TZVPD.

Structure (ORCA input):
```
! wB97M-V def2-TZVPD RIJCOSX def2/J DEFGRID3
* xyz 0 1
C 1.618 -0.410 0.227
C 0.288 -0.415 0.905
C -1.016 -0.345 0.220
C -1.037 -0.595 -1.275
C -0.647 1.021 0.696
O -0.145 1.843 -0.313
H 1.695 0.471 -0.420
H 2.431 -0.358 0.960
H 1.756 -1.307 -0.380
H 0.253 -0.855 1.909
H -1.848 -0.810 0.741
H -0.199 -0.116 -1.786
H -1.961 -0.225 -1.724
H -0.973 -1.675 -1.452
H -0.125 1.036 1.662
H -0.092 2.741 0.029
*
```

The energy above the lowest of the compared OMol25 structures with the same formula, charge and spin comes out at 2.9793 eV. The maximum force is 1.9 eV/Å. The HOMO energy comes out at -0.285 Ha. For the total energy, the calculation gives -271.6431 a.u. As for the HOMO-LUMO gap: 8.636 eV. As for the SMILES: C[C@@H]1[C@H](C)[C@@H]1O.



[3]
Here is a 2-piece molecular cluster, C5H10O overall from OMol25. Energies are from ωB97M-V/def2-TZVPD.

Structure (ORCA input):
```
! wB97M-V def2-TZVPD RIJCOSX def2/J DEFGRID3
* xyz 0 1
C -1.495 -1.564 -0.272
C -0.538 -0.918 0.396
C 0.863 -0.789 0.014
C 1.748 0.075 0.777
O 1.760 -1.311 0.971
H -2.484 -1.751 0.126
H -1.292 -1.933 -1.251
H -0.723 -0.643 1.418
H 1.091 -1.030 -1.020
H 2.611 0.472 0.282
H 1.377 0.666 1.608
C -0.542 1.812 -1.010
H -0.134 2.409 -0.168
H -1.379 2.343 -1.439
H 0.233 1.689 -1.774
H -1.100 0.663 -0.824
*
```

The energy above the lowest of the compared OMol25 structures with the same formula, charge and spin comes out at 3.1671 eV. The maximum force is 4.5 eV/Å. The HOMO energy comes out at -0.349 Ha. For the total energy, the calculation gives -271.6362 a.u. As for the HOMO-LUMO gap: 10.560 eV. As for the SMILES: C=C[C@H]1CO1.C.



[4]
Here is C5H10O as an isolated structure from OMol25. Energies are from ωB97M-V/def2-TZVPD.

Structure (ORCA input):
```
! wB97M-V def2-TZVPD RIJCOSX def2/J DEFGRID3
* xyz 0 1
C 0.151 1.370 -1.036
C 0.597 0.661 0.250
C -0.233 0.403 1.564
O 0.241 -0.948 1.588
C 0.596 -0.878 0.198
C -0.555 -1.459 -0.625
H 0.681 0.991 -1.929
H 0.311 2.451 -1.028
H -0.910 1.176 -1.223
H 1.427 1.121 0.766
H -1.313 0.514 1.432
H 0.058 0.885 2.515
H 1.520 -1.432 -0.020
H -0.710 -2.498 -0.319
H -0.372 -1.437 -1.704
H -1.489 -0.919 -0.428
*
```

The energy above the lowest of the compared OMol25 structures with the same formula, charge and spin comes out at 1.5397 eV. The maximum force is 1.6 eV/Å. The HOMO energy comes out at -0.347 Ha. For the total energy, the calculation gives -271.6960 a.u. As for the HOMO-LUMO gap: 10.526 eV.



[5]
Here is C5H10O as an isolated structure from OMol25. Energies are from ωB97M-V/def2-TZVPD.

Structure (ORCA input):
```
! wB97M-V def2-TZVPD RIJCOSX def2/J DEFGRID3
* xyz 0 1
O 1.137 0.626 1.377
C 0.847 0.923 0.147
C -0.561 0.820 -0.221
C -1.190 -0.521 0.105
C 0.018 -1.433 -0.201
C 0.988 -0.425 -0.838
H -0.251 1.450 1.802
H 1.374 1.758 -0.354
H -0.923 1.718 1.419
H -0.940 1.383 -1.078
H -2.051 -0.719 -0.539
H -1.512 -0.579 1.148
H 0.449 -1.827 0.720
H -0.222 -2.266 -0.867
H 2.049 -0.656 -0.721
H 0.787 -0.251 -1.900
*
```

The energy above the lowest of the compared OMol25 structures with the same formula, charge and spin comes out at 4.9298 eV. The maximum force is 0.3 eV/Å. The HOMO energy (spin up / spin down) comes out at -0.326 / -0.326 Ha. For the total energy, the calculation gives -271.5714 a.u. As for the HOMO-LUMO gap (spin up / spin down): 8.500 / 8.501 eV.



[6]
Here is C5H10O in the gas phase from OMol25. Energies are from ωB97M-V/def2-TZVPD.

Structure (ORCA input):
```
! wB97M-V def2-TZVPD RIJCOSX def2/J DEFGRID3
* xyz 0 1
C 1.184 0.390 -1.123
C 0.096 0.483 -0.050
C -0.964 1.536 -0.385
C -0.545 -0.874 0.119
C 0.007 -1.893 1.010
O -1.164 -1.166 1.362
H 1.992 -0.277 -0.803
H 1.617 1.373 -1.334
H 0.777 -0.004 -2.063
H 0.564 0.746 0.908
H -0.503 2.470 -0.722
H -1.583 1.758 0.489
H -1.626 1.184 -1.186
H -1.117 -1.215 -0.750
H -0.143 -2.950 0.790
H 0.895 -1.661 1.600
*
```

The energy above the lowest of the compared OMol25 structures with the same formula, charge and spin comes out at 1.2127 eV. The maximum force is 0.3 eV/Å. The HOMO energy comes out at -0.375 Ha. For the total energy, the calculation gives -271.7080 a.u. As for the HOMO-LUMO gap: 11.328 eV. As for the SMILES: CC(C)[C@H]1CO1.



[7]
Here is C5H10O as an isolated structure from OMol25. Energies are from ωB97M-V/def2-TZVPD.

Structure (ORCA input):
```
! wB97M-V def2-TZVPD RIJCOSX def2/J DEFGRID3
* xyz 0 1
C 1.005 1.139 0.761
C 0.484 0.050 -0.176
C 1.420 -1.171 -0.267
C -0.975 -0.332 0.294
C -2.105 0.202 -0.541
H 0.241 1.982 1.023
H 1.781 1.551 0.053
H 1.408 0.475 1.723
H 0.419 0.445 -1.240
H 1.339 -1.847 0.780
H 2.411 -0.707 -0.580
H 1.127 -1.862 -1.160
H -1.754 0.213 -1.728
H -2.457 1.421 -0.034
H -3.137 -0.617 -0.313
O -1.206 -0.940 1.406
*
```

The energy above the lowest of the compared OMol25 structures with the same formula, charge and spin comes out at 3.4693 eV. The maximum force is 5.2 eV/Å. The HOMO energy comes out at -0.351 Ha. For the total energy, the calculation gives -271.6251 a.u. As for the HOMO-LUMO gap: 10.218 eV.



[8]
Here is C5H10O as an isolated structure from OMol25. Energies are from ωB97M-V/def2-TZVPD.

Structure (ORCA input):
```
! wB97M-V def2-TZVPD RIJCOSX def2/J DEFGRID3
* xyz 0 1
C 1.904 0.278 -0.128
C 0.412 0.512 -0.121
C -0.543 -0.237 -0.994
C -1.895 -0.050 -0.854
O -1.584 -0.798 1.329
C -0.416 -0.515 1.637
H 2.474 0.910 -0.822
H 2.285 0.496 0.876
H 2.142 -0.769 -0.345
H 0.085 1.514 0.162
H 0.064 0.688 -1.495
H -0.165 -1.179 -1.387
H -2.608 -0.757 -1.260
H -2.287 0.874 -0.442
H -0.196 0.333 2.311
H 0.389 -1.273 1.569
*
```

The energy above the lowest of the compared OMol25 structures with the same formula, charge and spin comes out at 4.9518 eV. The maximum force is 0.3 eV/Å. The HOMO energy comes out at -0.282 Ha. For the total energy, the calculation gives -271.5706 a.u. As for the HOMO-LUMO gap: 8.502 eV.



[9]
Here is C5H10O in the gas phase from OMol25. Energies are from ωB97M-V/def2-TZVPD.

Structure (ORCA input):
```
! wB97M-V def2-TZVPD RIJCOSX def2/J DEFGRID3
* xyz 0 1
C -2.388 0.268 -0.039
C -1.096 -0.546 -0.015
C 0.118 0.350 -0.286
C 1.409 -0.346 -0.620
C 2.551 -0.241 0.061
O 2.744 0.405 1.242
H -3.272 -0.351 0.144
H -2.370 1.063 0.717
H -2.511 0.751 -1.015
H -0.984 -1.057 0.949
H -1.141 -1.336 -0.774
H -0.134 1.006 -1.131
H 0.246 1.033 0.567
H 1.440 -0.924 -1.540
H 3.486 -0.662 -0.298
H 1.884 0.670 1.595
*
```

The energy above the lowest of the compared OMol25 structures with the same formula, charge and spin comes out at 0.7683 eV. The maximum force is 0.4 eV/Å. The HOMO energy comes out at -0.320 Ha. For the total energy, the calculation gives -271.7244 a.u. As for the HOMO-LUMO gap: 9.606 eV. As for the SMILES: CCC/C=C\O.



[10]
Here is a 2-piece molecular cluster, C5H10O overall from OMol25. Energies are from ωB97M-V/def2-TZVPD.

Structure (ORCA input):
```
! wB97M-V def2-TZVPD RIJCOSX def2/J DEFGRID3
* xyz 0 1
C -1.309 -0.955 -0.849
C -0.386 0.109 -0.320
C 0.649 0.595 -1.288
C -0.664 0.667 0.925
C 0.638 0.819 1.692
O -0.034 1.932 1.289
H -1.905 -1.433 -0.067
H -0.785 -1.737 -1.411
H -1.999 -0.464 -1.550
H 0.660 -1.381 0.918
H 1.320 -0.214 -1.612
H 1.250 1.411 -0.887
H 0.130 0.946 -2.189
H -1.540 0.379 1.495
H 0.726 -1.150 1.643
H 1.608 0.734 1.165
*
```

The energy above the lowest of the compared OMol25 structures with the same formula, charge and spin comes out at 5.9936 eV. The maximum force is 0.9 eV/Å. The HOMO energy (spin up / spin down) comes out at -0.299 / -0.277 Ha. For the total energy, the calculation gives -271.5324 a.u. As for the HOMO-LUMO gap (spin up / spin down): 8.360 / 7.651 eV.



[11]
Here is a 2-piece molecular cluster, C5H10O overall from OMol25. Energies are from ωB97M-V/def2-TZVPD.

Structure (ORCA input):
```
! wB97M-V def2-TZVPD RIJCOSX def2/J DEFGRID3
* xyz 0 1
C 1.299 -0.982 0.287
C 0.318 0.171 0.415
C 0.605 1.509 -0.324
C -0.831 1.518 -0.911
C -0.971 0.083 -0.405
O -1.734 -0.815 -0.648
H 0.875 -1.899 0.707
H 1.537 -1.174 -0.766
H 2.235 -0.761 0.812
H 0.065 0.350 1.469
H 0.870 2.359 0.309
H 1.370 1.390 -1.096
H -1.515 2.198 -0.392
H -0.949 1.654 -1.989
H -1.542 -3.046 1.542
H -1.631 -2.555 0.988
*
```

The energy above the lowest of the compared OMol25 structures with the same formula, charge and spin comes out at 1.6672 eV. The maximum force is 0.6 eV/Å. The HOMO energy comes out at -0.349 Ha. For the total energy, the calculation gives -271.6913 a.u. As for the HOMO-LUMO gap: 10.439 eV. As for the SMILES: C[C@H]1CCC1=O.[H][H].



[12]
Here is C5H10O in the gas phase from OMol25. Energies are from ωB97M-V/def2-TZVPD.

Structure (ORCA input):
```
! wB97M-V def2-TZVPD RIJCOSX def2/J DEFGRID3
* xyz 0 1
O 1.720 0.371 -0.965
C 0.596 -0.505 -0.884
C -0.692 0.315 -0.948
C -0.630 1.042 0.400
C -0.380 -0.148 1.342
C 0.530 -1.112 0.529
H 1.410 1.194 -1.367
H 0.686 -1.269 -1.668
H -0.762 0.934 -1.851
H -1.558 -0.359 -0.936
H -1.514 1.638 0.652
H 0.240 1.708 0.415
H 0.059 0.137 2.302
H -1.345 -0.629 1.553
H 1.540 -1.199 0.939
H 0.100 -2.120 0.488
*
```

The energy above the lowest of the compared OMol25 structures with the same formula, charge and spin comes out at 0.2528 eV. The maximum force is 0.3 eV/Å. The HOMO energy comes out at -0.371 Ha. For the total energy, the calculation gives -271.7433 a.u. As for the HOMO-LUMO gap: 11.144 eV. As for the SMILES: OC1CCCC1.



[13]
Here is C5H10O2 in the gas phase from OMol25. Energies are from ωB97M-V/def2-TZVPD.

Structure (ORCA input):
```
! wB97M-V def2-TZVPD RIJCOSX def2/J DEFGRID3
* xyz 0 1
C -1.865 -0.883 -0.911
O -0.611 -0.239 -0.821
C -0.575 0.566 0.331
C -0.230 -0.208 1.536
C 0.808 0.762 0.837
C 1.936 0.266 -0.073
O 1.843 0.713 -1.411
H -2.663 -0.135 -1.011
H -2.072 -1.497 -0.021
H -1.848 -1.520 -1.796
H -1.348 1.332 0.328
H -0.665 0.170 2.469
H -0.029 -1.266 1.492
H 1.007 1.125 1.825
H 2.913 0.619 0.270
H 1.932 -0.830 -0.032
H 1.022 0.341 -1.766
*
```

The energy above the lowest of the compared OMol25 structures with the same formula, charge and spin comes out at 3.6873 eV. The maximum force is 2.6 eV/Å. The HOMO energy comes out at -0.339 Ha. For the total energy, the calculation gives -346.8899 a.u. As for the HOMO-LUMO gap: 10.188 eV. As for the SMILES: CO[C@H]1C[C@H]1CO.



[14]
Here is C5H10O2 in the gas phase from OMol25. Energies are from ωB97M-V/def2-TZVPD.

Structure (ORCA input):
```
! wB97M-V def2-TZVPD RIJCOSX def2/J DEFGRID3
* xyz 0 1
O 0.590 -0.275 -1.929
C 0.451 -0.984 -0.710
C -0.974 -0.889 -0.159
C -1.203 0.416 0.637
C -0.121 1.480 0.420
O 1.226 1.000 0.408
C 1.398 -0.407 0.333
H 0.993 0.577 -1.709
H 0.701 -2.032 -0.919
H -1.142 -1.745 0.507
H -1.675 -0.989 -0.992
H -1.272 0.191 1.706
H -2.162 0.868 0.361
H -0.177 2.230 1.218
H -0.301 2.001 -0.531
H 1.226 -0.887 1.309
H 2.445 -0.558 0.051
*
```

The energy above the lowest of the compared OMol25 structures with the same formula, charge and spin comes out at 1.5487 eV. The maximum force is 0.3 eV/Å. The HOMO energy comes out at -0.362 Ha. For the total energy, the calculation gives -346.9685 a.u. As for the HOMO-LUMO gap: 10.798 eV. As for the SMILES: O[C@@H]1CCCOC1.



[15]
Here is C5H10O2 as an isolated structure from OMol25. Energies are from ωB97M-V/def2-TZVPD.

Structure (ORCA input):
```
! wB97M-V def2-TZVPD RIJCOSX def2/J DEFGRID3
* xyz 0 1
C 1.385 1.437 0.083
O 0.245 0.770 -0.489
C 0.294 -0.810 -0.733
C 0.425 -1.663 0.536
O -0.967 -1.978 0.507
C -1.091 -1.187 -0.689
C -1.428 1.120 0.197
H 1.769 0.869 0.940
H 2.145 1.590 -0.696
H 1.060 2.411 0.461
H 0.998 -0.914 -1.558
H 0.725 -1.130 1.448
H 1.009 -2.595 0.451
H -1.704 -1.666 -1.438
H -2.207 1.207 -0.561
H -1.585 0.438 1.023
H -1.074 2.100 0.520
*
```

The energy above the lowest of the compared OMol25 structures with the same formula, charge and spin comes out at 7.7507 eV. The maximum force is 0.6 eV/Å. The HOMO energy (spin up / spin down) comes out at -0.231 / -0.231 Ha. For the total energy, the calculation gives -346.7406 a.u. As for the HOMO-LUMO gap (spin up / spin down): 7.079 / 7.078 eV.